Record 1
Computed, not measured: an isolated molecule of C21H25NO5, with ωB97M-V/def2-TZVPD.

```
52
Properties=species:S:1:pos:R:3
O -1.522 -3.895 1.554
O -0.830 3.531 -0.414
O -0.391 5.233 1.000
O -4.054 2.870 0.703
O 4.149 -1.733 -0.143
N -2.323 -0.861 -0.408
C 5.222 1.638 0.592
C -3.061 2.660 0.035
C -1.338 -2.621 0.998
C 2.860 0.333 -0.020
C 2.986 -2.464 -0.433
C -2.214 3.841 -0.459
C -2.595 1.346 -0.353
C -2.998 0.139 0.212
C -0.647 -1.177 -2.258
C 1.313 3.663 0.492
C -0.037 4.243 0.407
C -2.398 -2.254 -0.064
C 4.041 -0.389 0.060
C -3.977 -0.100 1.301
C -1.492 -0.330 -1.371
C 2.848 1.712 0.216
C 5.230 0.276 0.367
C -1.639 1.024 -1.359
C 4.044 2.359 0.522
C 1.575 2.402 0.125
C -1.189 -4.966 0.705
H 3.306 -3.500 -0.537
H -1.262 -1.786 -2.922
H 2.255 -2.392 0.381
H -0.175 -4.851 0.302
H -1.146 1.718 -2.008
H -1.894 -5.067 -0.127
H -2.424 4.719 0.162
H -2.251 -2.852 -0.966
H -0.004 -1.845 -1.685
H -1.233 -5.864 1.318
H -4.846 -0.640 0.924
H -3.387 -2.476 0.344
H -0.021 -0.534 -2.872
H -4.315 0.859 1.682
H -3.540 -0.679 2.114
H 2.050 4.313 0.936
H 6.140 -0.299 0.422
H 0.755 1.810 -0.262
H 2.527 -2.132 -1.371
H -0.331 -2.533 0.562
H 6.148 2.142 0.826
H -2.482 4.059 -1.499
H 1.925 -0.150 -0.259
H -1.414 -1.923 1.836
H 4.055 3.422 0.694
```

Computed properties:
HOMO = -8.3 eV
multiplicity = 1
SMILES = COCCn1c(C)cc(C(=O)COC(=O)/C=C/c2cccc(OC)c2)c1C
net charge = 0
relative energy (zero: lowest compared OMol25 entry of this formula, charge and spin) = 43.5 kcal per mole

natural (NBO) population analysis, charges in e, atoms 1 to 6: -0.5277, -0.5197, -0.5844, -0.5562, -0.4913, -0.3319

Record 2
Computed, not measured: the ion C2H3O3S with charge -1 at a distorted geometry, with ωB97M-V/def2-TZVPD.

```
9
Properties=species:S:1:pos:R:3
S -0.256 -1.433 -2.066
O 1.112 0.378 -1.254
O -0.300 -2.916 -2.506
O -0.671 -0.197 0.201
C 0.582 0.761 -0.237
C -0.686 -1.325 -0.486
H -0.927 -2.370 0.077
H 1.036 0.633 0.846
H -0.152 1.610 -0.300
```

Computed properties:
HOMO = -3.3 eV
multiplicity = 1
net charge = -1
relative energy (zero: lowest compared OMol25 entry of this formula, charge and spin) = 81.7 kcal per mole

natural (NBO) population analysis, charges in e, atoms 1 to 6: 0.9636, -0.7665, -1.0325, -0.6265, 0.2726, -0.1145

Record 3
Computed, not measured: an isolated molecule of C4H9NO2, with ωB97M-V/def2-TZVPD.

```
16
Properties=species:S:1:pos:R:3
O 1.986 0.436 -0.904
O 1.223 1.831 0.650
N -1.053 0.163 0.529
C 0.292 -0.356 0.652
C -1.522 0.723 -0.708
C 1.259 0.641 0.032
C 0.485 -1.739 0.024
H -1.433 1.814 -0.717
H 1.877 2.368 0.175
H -0.960 0.320 -1.559
H -2.574 0.478 -0.842
H -1.710 -0.087 1.240
H -0.118 -2.420 0.618
H 1.530 -2.043 0.114
H 0.547 -0.402 1.711
H 0.172 -1.728 -1.017
```

Computed properties:
HOMO = -8.5 eV
multiplicity = 1
SMILES = CN[C@@H](C)C(=O)O
net charge = 0
relative energy (zero: lowest compared OMol25 entry of this formula, charge and spin) = 23.3 kcal per mole

natural (NBO) population analysis, charges in e, atoms 1 to 6: -0.5963, -0.6727, -0.6519, -0.1419, -0.4156, 0.7809

Record 4
Computed, not measured: a cluster of 2 separate species, C6H10N in total at a distorted geometry, with ωB97M-V/def2-TZVPD.

```
17
Properties=species:S:1:pos:R:3
N 0.785 0.624 -0.552
C -1.262 0.756 0.807
C 0.271 -2.705 -0.287
C 0.228 -2.326 -1.440
C 0.951 -0.133 1.655
C 0.280 1.209 -1.578
C 0.194 0.422 0.672
H 1.785 0.314 -0.416
H 0.721 1.361 -2.623
H -1.522 0.300 -0.161
H 0.453 -1.907 -2.352
H 0.053 -3.416 0.462
H 0.744 -0.399 2.610
H -1.793 0.694 1.758
H -0.815 1.446 -1.598
H -1.237 1.826 0.561
H 2.050 -0.117 1.569
```

Computed properties:
HOMO = -14.0 eV
multiplicity = 1
net charge = +1
relative energy (zero: lowest compared OMol25 entry of this formula, charge and spin) = 87.6 kcal per mole

natural (NBO) population analysis, charges in e, atoms 1 to 6: -0.4157, -0.6521, -0.2330, -0.2400, -0.2715, 0.0532

> Look up the HOMO of the first one.

-8.3 eV

> What is the HOMO in the second record?

-3.3 eV

> Number 4 is which compound?

C6H10N